C5H11NO4 as an isolated structure. Source: the OMol25 dataset; level of theory: ωB97M-V with the def2-TZVPD basis set.

Values from the calculation:
multiplicity = 1
HOMO level = -0.30777 Ha
LUMO level = 0.2 eV
Kohn-Sham gap = 8.59 eV

Atoms and positions in Å:
O (1.686, 1.824, 0.987)
O (-2.245, 0.172, 0.587)
O (0.172, -1.737, -1.487)
O (0.646, 1.226, -1.444)
N (1.164, -0.422, 0.946)
C (0.712, 0.851, 0.874)
C (-0.675, -1.402, -0.333)
C (0.173, -1.574, 0.923)
C (-0.246, 1.035, -0.434)
C (-1.238, -0.038, -0.399)
H (-0.778, -1.658, -2.336)
H (-0.114, -1.527, 1.812)
H (-2.937, -0.520, 0.623)
H (0.577, 1.809, -1.979)
H (-1.610, 0.018, -1.600)
H (-0.790, 2.047, -0.147)
H (0.156, 1.102, 2.013)
H (0.843, -2.466, 0.831)
H (1.623, -0.689, 1.810)
H (1.963, 1.788, -0.190)
H (-1.497, -2.070, -0.395)